A cluster of 16 separate species, C48H144Cl4N12O12 in total, computed with wB97M-V/def2-TZVPD.

Structure (ORCA input):
```
! wB97M-V def2-TZVPD RIJCOSX def2/J DEFGRID3
* xyz 8 1
C 8.754 -4.199 4.622
C 8.695 -2.800 3.965
C 7.799 -2.661 2.721
O 8.200 -1.361 2.209
C 7.581 -0.961 0.991
N 8.407 -1.645 4.989
H 7.853 -0.931 4.530
H 7.799 -1.976 5.792
H 9.257 -1.290 5.385
H 9.009 -4.034 5.660
H 9.542 -4.817 4.302
H 7.804 -4.791 4.639
H 9.682 -2.593 3.550
H 6.682 -2.710 2.859
H 8.078 -3.457 1.974
H 7.901 0.091 0.842
H 6.470 -1.024 1.022
H 7.978 -1.503 0.133
C 3.047 1.843 1.767
C 2.506 0.610 2.342
C 1.037 0.309 2.028
O 0.730 0.963 0.789
C -0.413 0.352 0.219
N 3.332 -0.586 1.907
H 2.869 -1.396 2.326
H 3.164 -0.717 0.892
H 4.306 -0.491 2.282
H 4.048 2.004 2.157
H 2.473 2.712 1.961
H 3.049 1.746 0.688
H 2.694 0.552 3.440
H 0.329 0.727 2.781
H 0.764 -0.787 1.933
H -0.092 -0.418 -0.447
H -0.822 1.208 -0.335
H -1.002 -0.042 1.058
C -5.564 -4.188 -13.600
C -5.883 -3.086 -12.539
C -4.879 -2.965 -11.440
O -5.309 -1.968 -10.576
C -4.396 -1.539 -9.554
N -6.043 -1.788 -13.255
H -6.963 -1.764 -13.640
H -6.133 -1.088 -12.508
H -5.219 -1.599 -13.834
H -5.678 -5.242 -13.256
H -4.599 -4.026 -14.061
H -6.394 -4.151 -14.336
H -6.894 -3.167 -12.021
H -3.843 -2.820 -11.750
H -4.873 -3.949 -10.990
H -4.322 -2.303 -8.766
H -4.949 -0.654 -9.181
H -3.486 -1.271 -10.072
C -12.862 -4.070 -3.371
C -11.900 -3.253 -4.274
C -10.593 -2.961 -3.602
O -9.665 -2.507 -4.579
C -8.305 -2.850 -4.339
N -11.636 -4.092 -5.531
H -12.373 -4.130 -6.217
H -10.787 -3.669 -5.947
H -11.467 -5.068 -5.301
H -12.336 -4.992 -3.000
H -13.822 -4.327 -3.869
H -13.117 -3.500 -2.449
H -12.364 -2.392 -4.671
H -10.232 -3.841 -3.056
H -10.679 -2.163 -2.823
H -7.791 -2.438 -5.174
H -8.244 -3.941 -4.269
H -7.987 -2.422 -3.397
C -1.111 7.728 -1.233
C 0.134 7.769 -0.301
C -0.134 7.100 1.067
O 0.925 6.781 1.935
C 1.288 7.827 2.862
N 1.342 7.168 -1.024
H 1.790 7.865 -1.649
H 2.018 6.895 -0.339
H 1.042 6.294 -1.595
H -1.857 8.404 -0.834
H -1.552 6.750 -1.343
H -0.970 8.120 -2.259
H 0.456 8.799 -0.083
H -0.773 6.213 0.965
H -0.828 7.784 1.598
H 1.600 8.739 2.297
H 2.149 7.490 3.443
H 0.473 8.187 3.502
C 4.194 2.945 6.485
C 5.291 3.532 5.622
C 5.711 4.974 5.830
O 4.574 5.719 5.835
C 4.708 7.116 5.955
N 6.515 2.633 5.819
H 6.506 1.904 5.110
H 7.391 3.219 5.673
H 6.467 2.203 6.795
H 4.424 3.050 7.525
H 3.967 1.870 6.361
H 3.300 3.527 6.347
H 5.084 3.310 4.606
H 6.327 5.336 5.047
H 6.217 5.150 6.834
H 3.757 7.564 6.325
H 4.959 7.481 4.972
H 5.472 7.439 6.607
C 10.100 2.004 -5.729
C 10.253 3.120 -4.676
C 9.571 2.740 -3.354
O 10.015 3.580 -2.315
C 9.437 4.894 -2.234
N 11.773 3.314 -4.588
H 12.058 3.999 -3.909
H 12.207 2.371 -4.418
H 12.080 3.730 -5.473
H 9.054 1.894 -5.892
H 10.531 1.017 -5.517
H 10.555 2.316 -6.705
H 9.921 4.105 -5.021
H 9.899 1.770 -3.049
H 8.494 2.814 -3.399
H 9.068 5.214 -3.231
H 10.158 5.637 -1.908
H 8.655 4.815 -1.416
C -10.398 7.605 0.046
C -8.987 7.869 0.493
C -7.957 7.024 -0.124
O -6.755 7.167 0.526
C -6.012 5.946 0.804
N -8.597 9.349 0.354
H -9.160 9.897 0.999
H -7.697 9.363 0.850
H -8.570 9.698 -0.591
H -11.065 7.861 0.857
H -10.460 6.510 0.017
H -10.574 8.028 -0.954
H -8.800 7.727 1.575
H -7.812 7.200 -1.195
H -8.363 6.007 0.028
H -5.692 5.374 -0.098
H -6.633 5.243 1.371
H -5.147 6.239 1.420
C -2.760 -8.520 2.246
C -1.447 -7.815 2.541
C -0.294 -8.971 2.773
O 0.014 -9.218 4.088
C -0.404 -10.493 4.774
N -1.143 -6.966 1.330
H -1.019 -7.523 0.503
H -2.076 -6.495 1.186
H -0.448 -6.204 1.295
H -3.555 -7.776 2.100
H -2.973 -9.137 3.116
H -2.786 -9.159 1.395
H -1.559 -7.227 3.447
H 0.675 -8.672 2.314
H -0.625 -9.844 2.226
H 0.122 -10.525 5.756
H -0.178 -11.316 4.143
H -1.503 -10.383 4.881
C -0.738 0.904 -4.191
C 0.674 1.539 -4.315
C 0.823 2.716 -5.226
O 2.004 3.517 -5.039
C 3.147 3.188 -5.828
N 1.267 1.870 -2.936
H 2.253 1.759 -3.078
H 0.999 2.826 -2.637
H 1.066 1.019 -2.396
H -1.133 1.048 -3.203
H -0.563 -0.129 -4.355
H -1.469 1.252 -4.911
H 1.366 0.742 -4.554
H -0.015 3.414 -5.055
H 0.677 2.327 -6.259
H 2.958 2.794 -6.808
H 3.801 2.460 -5.280
H 3.807 4.051 -5.949
C 2.650 -5.658 -0.048
C 2.718 -5.265 -1.534
C 2.592 -6.472 -2.461
O 1.286 -6.971 -2.388
C 1.143 -8.312 -2.941
N 1.627 -4.238 -1.783
H 1.198 -4.240 -2.698
H 0.852 -4.352 -1.094
H 1.925 -3.285 -1.679
H 3.054 -4.953 0.670
H 3.114 -6.650 0.106
H 1.619 -5.697 0.275
H 3.708 -4.868 -1.703
H 3.293 -7.230 -2.162
H 2.834 -6.154 -3.475
H 0.077 -8.567 -3.026
H 1.662 -9.079 -2.351
H 1.532 -8.290 -3.967
C -4.418 -0.166 12.915
C -4.598 -1.714 12.787
C -4.154 -2.346 11.467
O -2.789 -2.226 11.260
C -2.402 -2.807 9.989
N -3.820 -2.347 13.889
H -4.094 -1.880 14.775
H -3.973 -3.400 14.013
H -2.812 -2.255 13.656
H -4.584 0.281 11.952
H -3.356 0.109 13.232
H -5.035 0.348 13.630
H -5.668 -1.916 12.964
H -4.573 -1.674 10.710
H -4.444 -3.363 11.181
H -1.465 -2.356 9.636
H -3.225 -2.761 9.250
H -2.141 -3.872 10.123
Cl 0.022 4.376 -1.719
Cl 2.373 -0.856 -1.345
Cl 5.994 0.038 4.131
Cl -0.605 -4.049 0.641
*
```

Computed properties:
E_HOMO in eV: -19.25
LUMO level in eV: -10.1
Frontier orbital gap in eV: 9.1233
Max |F| in eV/A: 3.09